# 1
Entry from OMol25: a molecular structure, C42H108N4O14 in a non-equilibrium geometry (ωB97M-V/def2-TZVPD).

Summary:
**DFT total energy**: -79888.558 eV
**HOMO-LUMO gap**: 7.277 eV

Geometry as XYZ:
```
168
C42H108N4O14 (ωB97M-V/def2-TZVPD)
C 5.037 1.023 -2.520
O 5.413 0.355 -1.420
H 4.346 1.819 -2.243
H 5.896 1.467 -3.023
H 4.545 0.312 -3.184
H 5.510 -0.566 -1.672
C 3.017 -2.184 -3.127
O 3.564 -2.603 -1.918
H 3.692 -2.446 -3.942
H 1.961 -2.421 -3.254
H 2.943 -1.097 -3.097
H 4.438 -2.207 -1.907
C -1.249 3.479 -1.703
O -0.566 3.852 -0.561
H -2.039 2.773 -1.447
H -1.584 4.379 -2.217
H -0.658 2.835 -2.354
H 0.036 4.550 -0.830
C -0.288 1.863 -4.921
O 0.559 2.857 -5.431
H -0.850 1.319 -5.680
H 0.249 1.159 -4.285
H -0.987 2.315 -4.218
H 1.263 2.438 -5.932
C 4.299 1.812 3.136
O 4.412 3.163 3.173
H 4.905 1.475 2.295
H 4.702 1.318 4.020
H 3.236 1.626 2.986
H 3.978 3.546 3.938
C 2.735 4.467 -2.529
O 2.888 4.996 -1.239
H 1.771 4.780 -2.932
H 3.426 5.088 -3.099
H 2.976 3.410 -2.639
H 3.588 4.544 -0.762
O 2.038 0.471 3.583
H 1.763 1.052 4.292
H 1.244 0.329 3.067
O 4.695 -0.718 0.676
H 4.237 -0.085 0.123
H 4.333 -0.579 1.551
O 2.214 4.681 1.326
H 1.997 5.219 2.088
H 1.608 4.974 0.645
O 3.340 1.997 0.209
H 2.972 2.692 0.754
H 2.579 1.508 -0.103
C 0.744 3.810 3.843
C -0.541 3.001 4.134
C -1.528 3.284 2.925
C -2.743 2.249 2.894
C -2.217 0.794 3.061
C -1.222 0.487 4.214
N -0.170 1.567 4.270
O 0.918 1.328 5.136
C -2.004 0.454 5.525
C -0.518 -0.880 3.971
C -1.190 3.545 5.452
H 1.412 3.341 3.120
H 1.468 3.744 4.656
H 0.590 4.834 3.505
H -2.089 4.179 3.194
H -1.012 3.466 1.982
H -3.326 2.118 1.982
H -3.427 2.535 3.693
H -1.866 0.459 2.085
H -3.103 0.176 3.205
H -2.496 1.393 5.775
H -2.705 -0.381 5.487
H -1.373 0.293 6.399
H -1.208 -1.700 3.769
H 0.174 -0.753 3.138
H 0.107 -1.129 4.828
H -0.981 4.605 5.598
H -0.858 2.978 6.321
H -2.271 3.411 5.404
H 0.567 1.562 5.998
C -0.608 -2.927 0.986
C 0.093 -3.751 -0.082
C -0.010 -5.234 0.284
C 0.314 -6.182 -0.797
C -0.436 -5.854 -2.102
C -0.314 -4.372 -2.524
N -0.548 -3.454 -1.400
O -0.470 -2.072 -1.789
C 1.006 -4.064 -3.257
C -1.454 -4.184 -3.584
C 1.653 -3.453 -0.082
H -0.749 -1.898 0.654
H 0.003 -2.846 1.886
H -1.582 -3.336 1.253
H 0.366 -5.501 1.272
H -1.089 -5.356 0.375
H 0.132 -7.226 -0.541
H 1.372 -6.172 -1.060
H -1.485 -6.086 -1.921
H -0.277 -6.522 -2.948
H 1.837 -3.944 -2.562
H 1.247 -4.874 -3.946
H 0.948 -3.168 -3.875
H -1.155 -3.272 -4.102
H -1.381 -4.878 -4.421
H -2.433 -4.261 -3.112
H 1.753 -2.620 -0.777
H 2.169 -4.298 -0.537
H 1.982 -3.182 0.921
H -1.401 -1.840 -1.831
C -3.251 -3.473 -0.930
C -3.995 -2.299 -1.668
C -5.466 -2.223 -1.169
C -5.570 -1.255 0.072
C -4.803 0.092 -0.027
C -3.327 -0.123 -0.473
N -3.341 -0.971 -1.658
O -2.093 -1.078 -2.201
C -2.711 1.276 -0.914
C -2.485 -0.735 0.734
C -4.214 -2.734 -3.181
H -3.508 -4.438 -1.365
H -2.207 -3.195 -1.074
H -3.576 -3.463 0.111
H -6.206 -1.872 -1.888
H -5.754 -3.125 -0.628
H -6.628 -1.016 0.186
H -5.275 -1.690 1.027
H -4.947 0.579 0.937
H -5.283 0.731 -0.768
H -3.352 1.778 -1.638
H -1.695 1.302 -1.306
H -2.666 1.881 -0.008
H -1.485 -0.980 0.376
H -2.780 -1.767 0.925
H -2.387 -0.193 1.675
H -3.229 -2.985 -3.574
H -4.767 -3.673 -3.222
H -4.583 -2.007 -3.905
H -2.291 -0.968 -3.134
C 2.770 0.921 -2.358
C 1.456 0.597 -1.537
C 1.774 -0.754 -0.886
C 0.747 -1.137 0.166
C 0.843 -0.090 1.288
C 0.582 1.356 0.809
N 1.216 1.589 -0.506
O 1.175 2.866 -0.949
C -0.961 1.556 0.641
C 1.093 2.342 1.876
C 0.352 0.483 -2.546
H 2.665 1.776 -3.025
H 3.074 0.091 -2.997
H 3.538 1.167 -1.625
H 1.672 -1.550 -1.623
H 2.794 -0.747 -0.503
H 0.871 -2.153 0.542
H -0.291 -1.079 -0.162
H 1.808 -0.232 1.776
H 0.105 -0.313 2.059
H -1.154 2.527 1.098
H -1.320 1.502 -0.387
H -1.579 0.859 1.207
H 0.425 2.330 2.736
H 2.129 2.107 2.122
H 1.013 3.363 1.501
H 0.396 -0.390 -3.197
H 0.312 1.323 -3.240
H -0.656 0.302 -2.174
H 0.235 3.033 -1.040
```


# 2
Entry from OMol25: 9 unconnected molecules or ions with the total composition C42H109N7O14 in a non-equilibrium geometry (ωB97M-V/def2-TZVPD).

Summary:
**Spin multiplicity**: 2
**Net charge**: +1
**DFT total energy**: -84394.665 eV
**HOMO-LUMO gap (spin up / spin down)**: 8.211 / 3.186 eV

Geometry as XYZ:
```
172
C42H109N7O14 (ωB97M-V/def2-TZVPD)
C -5.731 -0.389 6.150
C -4.558 -1.044 5.394
O -4.444 -2.345 5.636
H -6.709 -0.852 6.014
H -5.825 0.670 5.907
H -5.598 -0.618 7.207
H -3.577 -0.573 5.445
H -4.864 -1.002 4.348
H -4.796 -2.805 4.871
C -6.163 2.763 -3.980
C -4.804 3.202 -3.539
O -3.842 2.696 -4.460
H -6.867 3.394 -3.438
H -6.305 1.700 -3.789
H -6.309 2.745 -5.060
H -4.500 2.947 -2.524
H -4.687 4.285 -3.564
H -3.017 2.742 -3.970
C -0.724 0.562 3.884
O -0.912 0.099 2.639
C 0.317 -0.028 1.868
C 0.158 0.070 0.332
N 0.196 1.475 -0.181
C -0.705 1.885 -1.235
C -0.669 0.941 -2.479
O -1.461 1.604 -3.467
C -0.922 1.466 -4.754
H -0.320 1.570 3.788
H -0.149 -0.189 4.427
H -1.665 0.571 4.434
H 0.742 -1.026 1.984
H 1.116 0.624 2.221
H -0.729 -0.480 0.019
H 1.004 -0.466 -0.099
H 0.157 2.102 0.610
H -0.454 2.907 -1.517
H -1.718 1.885 -0.832
H -1.124 -0.041 -2.351
H 0.358 0.766 -2.798
H -0.858 0.425 -5.070
H 0.031 1.991 -4.822
H -1.655 1.806 -5.485
C 8.188 -3.021 6.146
O 8.391 -2.018 5.175
C 7.273 -1.911 4.309
C 7.534 -0.929 3.194
N 6.349 -0.557 2.373
C 5.823 -1.512 1.356
C 4.841 -0.854 0.437
O 4.740 -1.656 -0.778
C 3.693 -1.379 -1.714
H 7.442 -2.634 6.840
H 9.092 -3.231 6.718
H 7.925 -3.961 5.662
H 6.360 -1.758 4.883
H 7.209 -2.815 3.702
H 8.354 -1.207 2.531
H 7.809 -0.106 3.854
H 6.414 0.383 2.009
H 5.323 -2.330 1.874
H 6.667 -1.868 0.764
H 5.109 0.148 0.105
H 3.951 -0.649 1.033
H 2.781 -1.742 -1.240
H 3.963 -1.965 -2.593
H 3.730 -0.323 -1.983
C 1.420 8.963 0.699
O 1.223 7.538 0.893
C -0.032 7.094 0.358
C -0.025 5.618 0.157
N 0.845 5.141 -0.970
C 2.244 5.312 -0.885
C 3.148 4.294 -1.690
O 2.928 4.545 -3.131
C 3.261 3.297 -3.817
H 1.406 9.067 -0.386
H 2.380 9.233 1.139
H 0.663 9.550 1.219
H -0.161 7.625 -0.585
H -0.747 7.448 1.101
H -1.001 5.308 -0.217
H 0.180 4.981 1.017
H 0.540 5.601 -1.816
H 2.479 5.134 0.165
H 2.526 6.358 -1.005
H 2.739 3.338 -1.364
H 4.164 4.547 -1.385
H 2.818 2.415 -3.354
H 4.342 3.158 -3.796
H 2.910 3.261 -4.848
C 3.052 -6.887 1.517
O 2.993 -5.847 2.500
C 2.720 -4.540 1.867
C 2.544 -3.499 2.992
N 1.505 -3.948 3.957
C 1.508 -3.080 5.183
C 2.579 -3.399 6.198
O 2.472 -2.485 7.314
C 3.483 -2.550 8.309
H 3.862 -6.591 0.851
H 2.173 -7.029 0.888
H 3.081 -7.867 1.994
H 1.826 -4.453 1.250
H 3.563 -4.311 1.216
H 2.066 -2.629 2.541
H 3.454 -3.345 3.572
H 1.766 -4.901 4.166
H 0.534 -3.140 5.668
H 1.473 -2.049 4.832
H 3.553 -3.236 5.736
H 2.552 -4.450 6.485
H 4.391 -2.864 7.794
H 3.133 -3.317 9.001
H 3.723 -1.541 8.645
C -5.294 -1.466 1.433
O -5.204 -0.124 1.733
C -6.078 0.623 0.856
C -5.600 2.124 0.811
N -5.352 2.441 2.198
C -4.703 3.753 2.472
C -4.297 3.788 3.966
O -3.442 2.706 4.450
C -3.165 2.843 5.852
H -4.626 -1.987 2.120
H -5.084 -1.798 0.416
H -6.338 -1.697 1.642
H -7.056 0.633 1.336
H -6.181 0.284 -0.175
H -6.399 2.797 0.500
H -4.684 2.050 0.224
H -4.747 1.738 2.597
H -5.437 4.499 2.164
H -3.807 3.788 1.853
H -5.241 3.855 4.508
H -3.736 4.717 4.068
H -3.070 3.790 6.384
H -2.200 2.353 5.986
H -3.971 2.334 6.380
C -5.531 -2.327 -5.399
C -5.236 -2.322 -3.967
C -3.833 -2.833 -3.688
O -2.777 -2.259 -4.504
C -1.568 -2.942 -4.703
N -5.151 -0.930 -3.494
H -6.549 -1.995 -5.599
H -5.470 -3.316 -5.854
H -4.779 -1.778 -5.966
H -5.907 -2.971 -3.405
H -3.934 -3.908 -3.842
H -3.476 -2.886 -2.659
H -0.864 -2.391 -5.326
H -1.706 -3.821 -5.331
H -1.174 -3.226 -3.727
H -5.026 -0.248 -4.228
H -4.227 -0.871 -3.089
C 1.320 -0.849 -6.957
C 2.015 -1.755 -8.092
C 1.689 -3.189 -8.224
O 2.060 -3.847 -7.041
C 2.142 -5.258 -7.210
N 1.920 -0.961 -9.346
H 0.799 -0.005 -7.409
H 2.154 -0.362 -6.451
H 0.551 -1.263 -6.304
H 3.074 -1.721 -7.835
H 2.367 -3.623 -8.959
H 0.703 -3.308 -8.675
H 2.999 -5.391 -7.869
H 1.283 -5.772 -7.640
H 2.506 -5.687 -6.276
H 2.754 -1.078 -9.903
H 1.950 0.038 -9.202
```